## i
A 5-piece molecular cluster, CH11NO4 overall. Source: OMol25; level of theory: ωB97M-V/def2-TZVPD.

Each line ends with the natural charge from an NBO analysis.
Geometry (Å):
C 1.039 0.919 2.428  -0.452
N 0.012 0.430 3.051  -0.961
H 1.150 1.913 1.994  0.109
H 2.031 0.436 2.279  0.085
H -0.030 -0.497 3.440  0.312
H 0.942 -1.740 -1.024  0.454
H 1.272 -0.412 -1.720  0.481
O 1.255 -0.845 -0.851  -0.979
H 0.891 0.981 -3.427  0.462
H -0.356 0.284 -2.937  0.505
O 0.508 0.098 -3.342  -0.980
H -1.506 -0.555 1.605  0.490
H -0.151 -0.984 1.079  0.511
O -1.103 -1.169 0.969  -1.023
H -1.475 0.067 -0.683  0.517
H -2.686 0.364 -1.513  0.456
O -1.794 0.710 -1.347  -0.986

Output
* gap between HOMO and LUMO (alpha / beta): 0.0862 / 0.2388 Ha
* highest occupied orbital energy (alpha / beta): 1.0 / -3.2 eV
* lowest unoccupied orbital energy (alpha / beta): 3.35 / 3.27 eV
* total charge: -1
* 2S+1: 2
* ⟨S²⟩: 0.753

---

## ii
A 4-piece molecular cluster, CH11NO4 overall. Source: OMol25; level of theory: ωB97M-V/def2-TZVPD.

Each line ends with the natural charge from an NBO analysis.
Geometry (Å):
N -0.994 2.183 0.509  -0.860
C 0.148 1.941 -0.323  0.074
O 1.013 0.873 0.044  -0.847
H -1.473 1.312 0.732  0.374
H -0.738 2.551 1.421  0.348
H -0.246 1.628 -1.294  0.139
H 0.787 2.811 -0.313  0.155
H 0.618 0.111 0.496  0.484
H 0.559 -0.122 2.922  0.417
H 0.146 -1.415 2.331  0.325
O -0.202 -0.530 2.470  -1.208
H 1.211 -0.970 -2.714  0.466
H -0.227 -1.415 -2.275  0.489
O 0.495 -1.584 -2.894  -0.982
H -0.671 -2.869 0.369  0.390
H 0.378 -1.853 -0.216  0.405
O -0.571 -2.038 -0.126  -1.167

Output
* gap between HOMO and LUMO (alpha / beta): 0.1256 / 0.3799 Ha
* highest occupied orbital energy (alpha / beta): 0.5 / -6.6 eV
* lowest unoccupied orbital energy (alpha / beta): 3.87 / 3.72 eV
* total charge: -1
* 2S+1: 2
* ⟨S²⟩: 0.750

---

Most stable to least stable: ii, i

---

## i
C4H15N2O2 as an isolated structure. Source: OMol25; level of theory: ωB97M-V/def2-TZVPD.

Each line ends with the natural charge from an NBO analysis.
Geometry (Å):
N 1.925 0.554 0.919  -0.733
C 0.681 0.711 0.290  -0.141
C -0.002 2.132 0.398  -0.658
O 0.951 -1.490 2.339  -1.088
C -0.473 0.290 0.992  0.131
N -1.256 0.583 -1.759  -0.183
C -1.232 -0.579 -2.518  -0.552
H 1.830 -0.274 1.602  0.462
H 1.194 -2.086 3.062  0.487
H 2.292 1.415 1.259  0.385
H 0.751 0.345 -0.755  0.290
H -0.868 2.203 -0.236  0.253
H -0.208 2.551 1.382  0.280
H 0.671 2.859 -0.035  0.312
H -0.352 -0.128 2.010  0.321
H -1.405 0.088 0.501  0.225
H -1.771 1.244 -2.358  0.350
H -0.707 -1.363 -1.976  0.272
H -2.275 -0.918 -2.708  0.323
H -0.735 -0.437 -3.507  0.314
H 0.340 -3.301 0.013  0.485
H 0.464 -2.033 1.016  0.501
O 0.185 -2.366 0.069  -1.036

Output
* gap between HOMO and LUMO: 0.1253 Ha
* highest occupied orbital energy: -12.4 eV
* lowest unoccupied orbital energy: -9.02 eV
* total charge: +1

---

## ii
A 3-piece molecular cluster, C4H15N2O2 overall. Source: OMol25; level of theory: ωB97M-V/def2-TZVPD.

Each line ends with the natural charge from an NBO analysis.
Geometry (Å):
C 1.068 -1.291 0.787  -0.643
C 1.651 -0.043 0.035  -0.452
C 0.517 0.711 -0.666  0.267
C 0.343 0.759 -1.976  -0.216
N -0.771 1.392 -2.673  -0.708
N -0.479 1.168 0.155  -0.819
H 0.207 -1.850 0.356  0.223
H 0.909 -1.052 1.877  0.243
H 1.961 -2.071 0.943  0.241
H 2.490 -0.353 -0.597  0.244
H 1.998 0.558 0.856  0.234
H 1.022 0.443 -2.773  0.228
H -0.799 1.166 -3.745  0.456
H -1.749 0.949 -2.507  0.469
H -0.871 2.386 -2.664  0.432
H -0.811 2.131 0.037  0.394
H -0.249 1.075 1.119  0.399
H -4.360 -0.343 -0.954  0.516
H -2.715 -0.268 -0.866  0.481
O -3.496 0.107 -1.210  -0.991
H 2.098 -2.247 4.760  0.484
H 0.745 -1.551 5.239  0.483
O 1.292 -1.779 4.466  -0.964

Output
* gap between HOMO and LUMO: 0.3594 Ha
* highest occupied orbital energy: -13.2 eV
* lowest unoccupied orbital energy: -3.40 eV
* total charge: +1

---

## iii
A 3-piece molecular cluster, C4H15N2O2 overall. Source: OMol25; level of theory: ωB97M-V/def2-TZVPD.

Each line ends with the natural charge from an NBO analysis.
Geometry (Å):
N -2.469 1.321 -2.396  -1.111
C 0.624 -1.451 -0.222  0.415
C 0.247 -1.766 1.209  -0.574
C 1.436 -1.447 2.157  -0.048
O 1.419 -2.283 3.328  -0.692
C 0.010 -0.354 -0.943  -0.415
N 0.642 1.048 -0.629  -0.720
H -3.340 0.880 -2.251  0.371
H -2.219 1.241 -3.399  0.369
H -2.434 2.314 -2.148  0.400
H 1.062 -2.289 -0.673  0.219
H -0.603 -1.213 1.586  0.259
H 0.062 -2.861 1.392  0.311
H 2.327 -1.758 1.504  0.173
H 1.479 -0.425 2.607  0.230
H 2.057 -2.977 3.271  0.488
H -0.947 -0.005 -0.687  0.321
H 0.022 -0.442 -1.993  0.257
H 0.672 1.106 0.434  0.376
H 1.563 1.093 -0.990  0.382
H -0.251 2.657 -0.565  0.478
H -0.496 4.180 -0.024  0.483
O -0.860 3.431 -0.569  -0.974

Output
* gap between HOMO and LUMO: 0.1994 Ha
* highest occupied orbital energy: -13.0 eV
* lowest unoccupied orbital energy: -7.53 eV
* total charge: +1

---

## iv
A 3-piece molecular cluster, C4H15N2O2 overall. Source: OMol25; level of theory: ωB97M-V/def2-TZVPD.

Each line ends with the natural charge from an NBO analysis.
Geometry (Å):
C 3.185 0.258 -0.109  -0.618
C 1.867 0.977 0.200  -0.431
C 0.588 0.167 0.175  0.264
C 0.185 -0.242 -1.037  -0.266
N -1.083 -0.818 -1.454  -0.692
N -0.092 0.114 1.359  -0.801
H 3.860 0.313 0.749  0.229
H 3.697 0.622 -0.974  0.231
H 2.880 -0.786 -0.064  0.219
H 1.649 1.658 -0.617  0.228
H 1.869 1.563 1.136  0.215
H 0.800 -0.090 -1.904  0.215
H -0.990 -1.378 -2.299  0.431
H -1.575 -1.420 -0.800  0.434
H -1.733 -0.045 -1.785  0.471
H -0.942 -0.412 1.525  0.417
H 0.204 0.761 2.069  0.403
H -3.609 1.378 -1.092  0.502
H -2.654 2.215 -1.982  0.505
O -2.733 1.393 -1.493  -0.970
H -1.139 -2.425 3.092  0.493
H -2.495 -1.708 2.882  0.485
O -1.741 -2.096 2.424  -0.964

Output
* gap between HOMO and LUMO: 0.3323 Ha
* highest occupied orbital energy: -12.1 eV
* lowest unoccupied orbital energy: -3.01 eV
* total charge: +1

---

Most stable to least stable: iv, ii, iii, i

---

## i
A 3-piece molecular cluster, C4H15N2O2 overall. Source: OMol25; level of theory: ωB97M-V/def2-TZVPD.

Each line ends with the natural charge from an NBO analysis.
Geometry (Å):
C -0.628 2.666 0.773  -0.620
C -0.089 2.132 -0.548  -0.445
C -0.354 0.689 -0.815  -0.004
C -0.966 0.139 -1.872  0.045
N -0.980 -1.180 -2.194  -0.803
N 0.381 -0.263 0.087  -0.710
H -0.029 3.488 1.164  0.232
H -0.747 1.890 1.529  0.190
H -1.623 3.112 0.706  0.233
H -0.529 2.628 -1.406  0.241
H 0.967 2.398 -0.654  0.221
H -1.458 0.818 -2.559  0.236
H -0.534 -1.927 -1.679  0.396
H -1.579 -1.517 -2.922  0.415
H -0.364 -0.685 0.641  0.437
H 0.914 -1.022 -0.354  0.457
H 0.959 0.186 0.805  0.461
H 1.943 -3.611 -0.067  0.498
H 0.482 -3.437 0.185  0.478
O 1.164 -3.176 -0.450  -0.963
H 1.665 -1.586 3.164  0.494
H 0.440 -0.741 3.614  0.496
O 0.964 -1.004 2.852  -0.985

Output
* gap between HOMO and LUMO: 0.3346 Ha
* highest occupied orbital energy: -12.2 eV
* lowest unoccupied orbital energy: -3.10 eV
* total charge: +1

---

## ii
A 3-piece molecular cluster, C4H15N2O2 overall. Source: OMol25; level of theory: ωB97M-V/def2-TZVPD.

Each line ends with the natural charge from an NBO analysis.
Geometry (Å):
C -0.551 -0.555 -1.212  -0.212
C 0.770 -0.918 -0.602  -0.466
C 1.694 0.266 -0.610  0.103
C 2.274 0.825 -1.675  -0.415
N 2.284 0.550 0.630  -0.878
N -1.400 0.404 -0.400  -0.724
H -0.566 -0.311 -2.275  0.239
H -1.145 -1.507 -1.205  0.219
H 0.514 -1.266 0.386  0.229
H 1.072 -1.711 -1.312  0.264
H 3.160 1.463 -1.651  0.226
H 1.941 0.610 -2.719  0.204
H 2.700 1.461 0.762  0.397
H 2.753 -0.182 1.162  0.394
H -2.225 -0.081 0.049  0.464
H -0.688 0.794 0.295  0.460
H -1.652 1.268 -0.852  0.437
H -3.715 -0.450 1.212  0.494
H -2.874 -1.782 1.061  0.491
O -3.488 -1.199 0.618  -0.927
H 0.357 0.942 2.411  0.486
H -0.612 0.497 3.407  0.489
O -0.604 0.883 2.520  -0.974

Output
* gap between HOMO and LUMO: 0.3332 Ha
* highest occupied orbital energy: -12.1 eV
* lowest unoccupied orbital energy: -3.05 eV
* total charge: +1

---

Most stable to least stable: i, ii

---

## i
A 2-piece molecular cluster, C6H16O4 overall. Source: OMol25; level of theory: ωB97M-V/def2-TZVPD.

Each line ends with the natural charge from an NBO analysis.
Geometry (Å):
O -1.162 -0.817 1.111  -0.751
O 1.294 -2.238 4.371  -0.717
C -0.804 -1.056 2.489  -0.058
C 0.814 -0.883 4.406  -0.069
C 0.437 -0.382 3.018  -0.448
H -1.623 -1.596 0.736  0.477
H 0.727 -2.663 5.048  0.471
H -1.695 -0.719 3.051  0.158
H -0.651 -2.130 2.712  0.172
H 1.619 -0.232 4.799  0.178
H -0.066 -0.766 5.067  0.163
H 1.275 -0.551 2.314  0.220
H 0.209 0.701 3.015  0.212
O 1.520 1.023 -4.631  -0.733
O -1.480 -0.054 -1.624  -0.741
C 0.506 1.844 -4.221  -0.046
C -0.321 0.533 -2.151  -0.052
C -0.590 1.110 -3.539  -0.438
H 2.150 1.408 -5.275  0.478
H -1.274 -0.581 -0.824  0.483
H 0.907 2.606 -3.524  0.147
H 0.085 2.377 -5.095  0.157
H 0.474 -0.226 -2.279  0.158
H 0.016 1.246 -1.374  0.154
H -1.447 1.807 -3.463  0.211
H -0.918 0.238 -4.137  0.213

Output
* gap between HOMO and LUMO: 0.3794 Ha
* highest occupied orbital energy: -9.6 eV
* SMILES: OCCCO.OCCCO
* lowest unoccupied orbital energy: 0.72 eV
* total charge: 0

---

## ii
A 3-piece molecular cluster, C6H16O4 overall. Source: OMol25; level of theory: ωB97M-V/def2-TZVPD.

Each line ends with the natural charge from an NBO analysis.
Geometry (Å):
C 2.246 -0.262 -0.421  0.655
C 2.676 1.177 -0.365  -0.738
C 3.086 -1.218 0.374  -0.722
O 0.150 -0.924 2.095  -0.481
O 0.555 0.401 1.748  -0.521
O 1.342 -0.639 -1.147  -0.609
H -1.757 -1.055 0.049  0.173
H -0.173 0.261 -0.961  0.513
H 2.617 -2.201 0.393  0.239
H 3.761 1.265 -0.368  0.226
H 2.300 1.598 0.571  0.260
H 2.249 1.746 -1.189  0.233
H 3.198 -0.842 1.388  0.238
H 4.078 -1.291 -0.073  0.233
C -2.033 -0.080 -0.379  0.096
C -3.028 0.612 0.546  -0.622
C -2.604 -0.287 -1.778  -0.628
O -0.866 0.739 -0.435  -0.761
H -0.066 0.611 0.957  0.491
H 0.307 -0.942 3.048  0.460
H -2.889 0.670 -2.210  0.208
H -3.936 0.019 0.628  0.210
H -3.277 1.594 0.150  0.209
H -2.597 0.735 1.536  0.217
H -1.860 -0.754 -2.421  0.213
H -3.479 -0.931 -1.735  0.210

Output
* gap between HOMO and LUMO: 0.3840 Ha
* highest occupied orbital energy: -9.6 eV
* SMILES: CC(C)=O.CC(C)O.OO
* lowest unoccupied orbital energy: 0.89 eV
* total charge: 0

---

Most stable to least stable: i, ii